An isolated molecule of C13H10O2 at a distorted geometry. Source: the OMol25 dataset; level of theory: the ωB97M-V functional and the def2-TZVPD basis.

Structure (XYZ):
```
25
Properties=species:S:1:pos:R:3:lowdin_charge:R:1
C 3.46685 1.80548 -0.41204 -0.191
C 2.87384 0.48483 -0.23621 -0.230
C 3.59922 -0.60335 0.05961 -0.060
C 2.98992 -1.82216 0.41804 -0.092
C 1.66305 -2.08461 0.22342 0.013
C 0.78018 -0.94159 -0.05442 -0.204
C -1.59556 -0.43752 -0.19444 -0.182
C -1.73443 0.81435 0.62747 0.027
C -3.01764 1.39436 0.69789 -0.160
C -4.14689 1.04102 0.13892 -0.102
C -4.01932 -0.19504 -0.57582 -0.070
C -2.80248 -0.87411 -0.75505 -0.037
C 1.47451 0.24970 -0.22620 0.039
H 4.64340 1.94898 -0.37576 0.152
H 4.77384 -0.46569 0.20921 0.159
H 3.45033 -2.69180 0.82802 0.096
H 1.24816 -3.15382 0.40548 0.151
H -0.92190 1.32790 1.11071 0.092
H -3.03776 2.28709 1.34944 0.117
H -5.04856 1.60501 0.19335 0.100
H -4.90842 -0.79395 -0.89098 0.112
H -2.96197 -1.66392 -1.49112 0.114
H 0.87227 1.15978 -0.30734 0.117
O 2.87794 2.91046 -0.40340 0.011
O -0.51858 -1.30140 -0.33877 0.027
```

For the frontier orbital gap, the calculation gives 8.46 eV. The energy relative to the best compared isomer or geometry (same formula, charge and spin) is 1.352 eV. As for the structure (SMILES): O=Cc1cccc(Oc2ccccc2)c1.